19
Properties=species:S:1:pos:R:3:lowdin_charge:R:1 method="wB97M-V/def2-TZVPD" relative_energy_kcal_mol=18.3 fmax_ev_per_a=1.9 gap_ev=8.941 total_charge=+1 total_energy_ev=-28507.164
N 1.577 -0.635 -0.612 0.1529
C 1.325 0.817 -1.116 -0.1603
C 0.879 1.752 0.011 -0.4857
S 0.170 0.899 1.469 0.5044
S -1.781 1.416 1.606 0.4911
C -2.641 0.528 0.332 -0.4868
H 2.049 -0.654 0.289 0.1381
H 2.137 -1.079 -1.326 0.1604
H 0.662 -1.095 -0.563 0.1150
H 0.560 0.656 -1.874 0.1313
H 2.310 1.136 -1.448 0.1288
H 1.729 2.225 0.471 0.0614
H 0.218 2.477 -0.472 0.0973
H -3.699 0.446 0.564 0.0413
H -2.299 -0.494 0.116 0.0311
H -2.532 1.021 -0.643 0.0350
H 0.312 -3.138 1.652 0.0537
H -0.952 -3.266 0.788 0.0517
O -0.023 -3.012 0.756 -0.0605